[1]
Computed, not measured: C28H33AuN4O2S2 as an isolated structure, with ωB97M-V/def2-TZVPD.

Values from the calculation:
- charge = +2
- calculated total energy (Eh) = -2387.83831

The geometry in XYZ format:
```
70
Properties=species:S:1:pos:R:3:forces:R:3
Au 0.420045 0.231140 -0.003324 -0.40 0.35 -0.49
S -1.612774 -0.622386 1.988998 -0.01 0.17 0.32
S -1.403559 0.946968 -2.592332 0.06 -0.21 0.25
O -0.040972 0.393833 -2.091999 -0.24 -0.04 0.00
O -1.024237 2.015810 0.093127 0.14 0.06 0.04
N 0.149789 3.499152 1.317162 -0.09 0.00 0.03
N -2.753462 -3.035759 1.891697 0.10 0.10 0.11
N -2.563758 -2.055014 3.992607 0.05 0.16 0.03
N 1.605465 0.755547 1.621634 0.40 -0.20 0.34
C -1.007344 2.969472 0.885635 0.09 -0.11 0.00
C 0.068020 3.153825 -3.285110 -0.03 0.04 0.00
C -3.601774 -4.124091 3.856586 0.02 0.04 0.00
C -2.065270 4.892155 -2.826545 -0.02 0.00 -0.01
C -2.348237 -2.000523 2.642570 -0.08 -0.24 -0.28
C 1.074615 -2.438010 -2.434931 -0.02 0.00 0.05
C 1.121447 -1.752271 -0.064167 -0.03 0.29 -0.14
C -3.349499 -2.973018 6.105247 0.00 -0.01 -0.05
C -1.389635 0.371626 -4.271293 -0.01 -0.06 -0.13
C 2.076906 2.019991 1.700367 -0.08 -0.12 -0.01
C -1.575786 -3.268744 -2.151615 0.06 0.07 0.12
C 0.416802 -2.303098 -1.200706 0.11 -0.26 0.02
C -3.183720 -3.078202 4.626617 -0.02 0.00 0.03
C 3.060486 0.095967 3.393566 -0.04 -0.04 0.01
C 2.077315 -0.174991 2.464551 -0.07 0.20 0.04
C -0.835919 5.382476 -3.244329 0.00 -0.01 0.00
C -0.904850 -3.417122 -3.359151 0.00 -0.07 -0.16
C 0.418930 -3.005433 -3.506481 -0.06 0.01 0.05
C -3.357722 -4.063119 2.472285 -0.06 -0.14 -0.08
C 3.072625 2.342995 2.602819 -0.03 0.06 0.03
C -1.168679 2.679282 -2.866502 0.16 0.08 0.01
C -3.777298 -5.178648 1.569933 0.02 0.03 0.03
C -0.919326 -2.718736 -1.064287 0.08 0.07 -0.11
C 0.229841 4.517714 -3.470338 0.00 -0.01 -0.02
C 1.454934 3.085518 0.828225 0.00 -0.02 -0.03
C -2.236212 3.529281 -2.622499 0.00 0.00 -0.02
C -2.276368 3.580049 1.390832 0.00 0.01 0.01
C 3.582092 1.374363 3.452355 0.04 0.03 0.04
H 0.926713 -3.138134 -4.451776 0.00 0.00 -0.01
H 4.367006 1.619890 4.154854 0.00 0.00 0.00
H -0.706346 6.444951 -3.400820 0.00 0.00 0.00
H 0.104479 4.223163 2.016583 0.02 0.05 -0.05
H -2.890445 -5.623158 1.115826 0.00 0.00 -0.01
H 1.181165 4.906464 -3.808287 0.00 0.00 0.01
H -2.374966 -2.955128 6.595820 0.00 0.00 0.00
H -2.258112 0.795620 -4.774363 0.01 0.01 -0.01
H -3.185932 3.134231 -2.282935 0.00 0.00 0.01
H 2.102077 -2.109161 -2.531801 0.01 -0.01 0.01
H -1.459761 -0.714623 -4.244374 0.00 0.01 0.01
H -1.414136 -3.873233 -4.199121 0.00 0.01 0.00
H -2.355976 4.615792 1.059144 -0.01 0.00 0.00
H 2.103056 3.959307 0.805345 0.02 -0.02 0.04
H -3.117294 3.004334 1.017870 -0.01 0.01 0.00
H -2.602670 -3.594220 -2.055724 -0.01 -0.01 0.00
H -3.879479 -2.056262 6.367105 0.00 0.00 0.00
H -2.892428 5.569699 -2.662558 0.00 0.00 0.01
H 2.203397 -1.688300 -0.138967 0.01 -0.03 -0.02
H 1.638021 -1.156698 2.395039 0.00 -0.02 0.02
H 0.748516 -2.040423 0.914412 -0.03 -0.15 -0.07
H -1.428561 -2.594286 -0.116304 -0.02 -0.06 0.01
H 0.888082 2.467961 -3.459042 0.00 -0.01 0.01
H 3.442934 3.358287 2.638097 0.00 0.00 0.00
H -4.389594 -4.775753 0.763630 0.00 -0.01 -0.01
H 3.407592 -0.689298 4.049091 0.00 -0.01 -0.01
H -4.330989 -5.951425 2.096419 0.00 0.01 0.01
H -2.289304 3.567880 2.481452 -0.01 0.01 0.00
H -2.245907 -1.251322 4.518362 -0.02 0.00 0.04
H 1.350605 2.740127 -0.201450 -0.03 0.01 0.00
H -0.466488 0.693116 -4.750010 -0.01 -0.01 -0.01
H -4.103027 -4.968370 4.303704 -0.01 -0.01 -0.01
H -3.912198 -3.820732 6.484844 0.00 0.00 0.01
```
Positions in Å, forces in eV/Å.

=====

[2]
Computed, not measured: C29H31BCl2ErN7O4 as an isolated structure, with ωB97M-V/def2-TZVPD.

Values from the calculation:
- ⟨S²⟩ = 3.753
- calculated total energy (Eh) = -3768.35893
- 2S+1 = 4

The geometry in XYZ format:
```
75
Properties=species:S:1:pos:R:3:forces:R:3
Er 0.382201 -0.546265 0.143929 0.50 0.74 -0.36
Cl -3.173366 -2.727130 -0.402004 -0.25 -0.10 0.07
Cl -1.760715 -1.618531 1.925776 -0.31 -0.33 0.27
O 2.183398 -0.917502 -1.242163 -0.12 -0.03 0.55
O 0.010929 0.647783 -1.778417 -0.16 0.11 -0.03
O 5.394297 0.578861 -6.323342 0.03 -0.03 0.05
O 3.604294 1.725466 -6.663356 0.05 0.02 -0.02
N -0.149435 -2.510914 -0.940107 -0.06 -0.32 -0.53
N 4.295846 0.983053 -5.986212 0.12 0.22 -0.45
N 0.351646 -3.690214 -0.527097 0.16 -0.35 0.02
N -1.054166 1.269005 1.002572 0.45 0.05 -0.10
N 1.762279 1.256423 0.679459 -0.22 0.15 0.10
N 1.294931 -3.253389 1.826529 0.19 -0.31 0.07
N 1.312689 -1.906959 1.808919 0.14 0.06 0.13
C -3.424695 1.003088 0.503389 0.17 -0.02 -0.07
C 1.859824 3.539140 0.632042 -0.45 -0.13 0.03
C -0.370079 2.378916 0.992492 -0.28 0.01 -0.03
C -3.267011 -2.371616 1.319265 -0.10 0.01 -0.20
C 1.982789 0.546916 -3.109273 0.17 -0.32 0.50
C 2.676945 -0.428824 -2.294366 -0.01 0.25 -0.47
C 0.253641 -3.788308 -2.734810 -0.05 0.08 -0.01
C -2.407653 1.331648 1.413083 -0.55 0.09 0.17
C -1.633676 3.339100 4.264077 0.08 -0.16 0.00
C -4.746638 1.023693 0.922293 0.00 0.04 0.02
C -5.074636 1.352825 2.228126 -0.03 0.04 0.03
C 3.138416 3.042789 0.446228 0.14 -0.13 -0.02
C 2.551510 1.011722 -4.301286 0.17 0.03 -0.24
C 3.773762 0.550283 -4.719651 -0.49 -0.12 0.67
C 2.596336 -2.617079 3.501094 -0.07 0.05 -0.03
C 4.502956 -0.359805 -3.921030 -0.05 0.11 -0.14
C 0.707575 1.040776 -2.724337 0.08 0.09 -0.37
C 1.014547 2.421844 0.767196 0.57 0.15 0.06
C -0.199406 -2.557073 -2.279749 -0.12 -0.25 0.06
C -2.885093 1.990968 -1.726691 0.02 -0.19 0.05
C 2.106797 -1.513296 2.816393 0.01 0.02 0.10
C 3.977936 -0.820094 -2.755706 -0.09 -0.15 0.20
C -3.094365 0.699341 -0.932996 0.06 0.31 0.06
C 0.593387 -4.472845 -1.579708 0.00 0.12 -0.27
C -2.730097 1.635418 2.744064 0.21 -0.09 -0.17
C 2.052001 -3.700510 2.829127 0.09 0.25 0.09
C -4.066427 1.645739 3.126635 -0.04 0.03 -0.03
C -1.673360 1.884715 3.790148 -0.05 0.11 0.00
C 3.025976 1.646850 0.483852 0.16 0.06 0.02
B 0.391698 -4.169320 0.947807 -0.28 0.22 0.03
H -0.584903 -1.725673 -2.850656 0.09 0.05 0.08
H -0.934326 3.439855 5.092313 0.03 0.09 0.04
H -3.909956 0.131783 -1.382244 0.09 -0.14 0.04
H -1.891386 1.244030 4.648641 0.06 -0.03 -0.02
H -5.527252 0.793874 0.208186 -0.04 -0.03 -0.05
H 2.156315 -4.752051 3.018332 -0.02 -0.13 -0.08
H -4.077734 -1.666288 1.478581 0.14 0.03 0.07
H 4.042833 3.606838 0.301381 0.08 0.02 0.01
H 0.307894 1.848709 -3.360578 -0.09 -0.08 0.06
H 5.477415 -0.676562 -4.263448 0.01 -0.03 0.01
H -1.314660 4.005355 3.463968 0.00 0.06 -0.04
H -3.424908 -3.305702 1.850014 0.19 0.11 0.06
H 3.824652 0.925545 0.395052 -0.02 -0.08 -0.07
H -0.724040 -4.147137 1.389661 -0.18 -0.06 0.04
H -2.686280 1.769748 -2.774119 0.04 0.03 -0.08
H -3.778364 2.611220 -1.664673 -0.01 0.08 -0.02
H 1.549873 4.570017 0.664081 -0.02 0.09 0.01
H 4.517834 -1.523357 -2.138635 0.05 -0.05 0.02
H 0.862097 -5.265030 0.965113 0.13 -0.19 -0.01
H 3.243011 -2.635123 4.357878 0.06 0.02 0.03
H 0.325880 -4.136976 -3.747771 -0.01 -0.01 -0.07
H -6.109132 1.387180 2.540402 -0.04 -0.05 0.02
H -4.309308 1.884595 4.153935 -0.04 -0.01 0.07
H 0.980491 -5.467796 -1.461664 0.03 -0.06 0.14
H -2.178866 0.100786 -0.983491 -0.24 -0.05 -0.14
H -0.694206 1.599485 3.404375 -0.02 -0.06 0.13
H 2.016424 1.723994 -4.916712 0.01 0.00 0.01
H -2.616545 3.664664 4.601375 -0.04 0.04 0.02
H -2.040019 2.545828 -1.323360 0.03 0.09 -0.03
H -0.871098 3.334983 1.161744 -0.07 -0.06 0.03
H 2.280474 -0.463484 3.000129 0.00 -0.01 -0.10
```
Positions in Å, forces in eV/Å.

=====

Relative energy (zero: lowest compared OMol25 entry of this formula, charge and spin) / kJ/mol: 37.8, 0.0
Strongest force on any atom / eV Å⁻¹: 0.72, 0.96